Entry 1:
C12H14BF5HfN6 | the ωB97M-V functional and the def2-TZVPD basis

Last column: natural (NBO) charge in e.
Atoms and positions in Å:
H: 0.72 3.69 0.75  0.27
N: 0.54 1.97 -0.49  -0.61
B: 0.11 0.39 -2.53  0.52
N: 0.48 1.77 -1.88  -0.30
C: 0.66 2.95 -2.48  0.12
Hf: 0.32 0.28 0.63  2.55
H: 0.66 2.97 -3.56  0.27
C: 0.79 3.95 -1.51  -0.28
H: 0.92 5.00 -1.68  0.29
C: 0.70 3.32 -0.27  0.06
H: 0.10 0.48 -3.73  0.03
C: -2.18 -2.61 3.55  -0.84
H: -1.96 -3.58 4.01  0.25
H: -1.32 -2.31 2.94  0.16
H: -3.03 -2.75 2.88  0.21
N: -1.31 0.00 -1.94  -0.32
N: 1.13 -0.69 -2.05  -0.31
N: -1.49 -0.16 -0.56  -0.57
N: 1.37 -0.92 -0.68  -0.60
C: -2.46 -0.30 -2.57  0.09
C: 1.79 -1.61 -2.75  0.12
H: -2.52 -0.24 -3.64  0.27
H: 1.74 -1.58 -3.83  0.27
C: -3.41 -0.66 -1.61  -0.30
C: 2.45 -2.49 -1.88  -0.29
C: -2.77 -0.58 -0.37  0.04
C: 2.18 -2.04 -0.59  0.06
H: -4.43 -0.97 -1.78  0.28
H: 3.03 -3.36 -2.15  0.29
H: -3.12 -0.82 0.62  0.25
H: 2.45 -2.43 0.37  0.27
H: -2.38 -1.84 4.27  0.23
F: 2.63 0.93 2.09  -0.33
C: 1.55 0.24 2.68  0.13
F: 2.04 -0.99 3.08  -0.30
C: 1.11 1.05 3.89  0.91
F: 2.18 1.41 4.63  -0.28
F: 0.48 2.20 3.47  -0.32
F: 0.26 0.35 4.68  -0.29

Output
E_HOMO (eV): -16.69
Kohn-Sham gap (eV): 8.225
Total charge: +2
DFT total energy (eV): -37168.085

---

Entry 2:
C12H14BiN2PS | the ωB97M-V functional and the def2-TZVPD basis

Last column: natural (NBO) charge in e.
Atoms and positions in Å:
C: 0.25 1.02 -1.73  -0.41
C: 1.45 0.44 -2.31  -0.32
C: 1.21 -0.92 -2.56  -0.29
C: -0.15 -1.22 -2.23  -0.31
C: -0.75 -0.05 -1.71  -0.33
Bi: 0.48 0.82 0.91  0.41
P: -1.68 1.91 1.84  0.06
H: 0.02 2.09 -1.68  0.23
H: 2.35 1.01 -2.56  0.21
H: 1.94 -1.64 -2.94  0.21
H: -1.82 0.11 -1.51  0.19
H: -0.64 -2.19 -2.32  0.20
H: -2.98 1.79 1.19  0.00
H: -1.38 3.33 1.87  0.05
H: -1.86 1.57 3.24  0.05
N: -2.35 -1.50 1.41  -0.80
C: -1.21 -1.96 1.98  0.27
N: 0.00 -1.45 1.69  -0.60
C: 1.01 -2.15 2.38  0.21
C: 2.37 -1.84 2.32  -0.25
C: 3.21 -2.42 3.28  -0.19
C: 2.70 -3.29 4.25  -0.23
C: 1.33 -3.61 4.29  -0.19
C: 0.50 -3.04 3.33  -0.23
S: -1.27 -3.13 3.21  0.36
H: -3.21 -1.93 1.69  0.40
H: -2.32 -0.88 0.60  0.44
H: 2.72 -1.15 1.55  0.23
H: 4.27 -2.19 3.26  0.22
H: 3.37 -3.74 4.99  0.22
H: 0.90 -4.28 5.03  0.22

Output
E_HOMO (alpha / beta) (eV): -5.07 / -5.29
Kohn-Sham gap (alpha / beta) (eV): 5.074 / 5.231
Total charge: 0
DFT total energy (eV): -41610.278

---

Entry 3:
C12H14ClN3 | the ωB97M-V functional and the def2-TZVPD basis

Last column: natural (NBO) charge in e.
Atoms and positions in Å:
Cl: -0.10 4.20 -4.97  0.00
C: -0.03 2.82 -3.79  0.17
C: -1.12 1.98 -3.57  -0.24
C: -0.99 0.99 -2.55  -0.19
C: 0.29 0.80 -1.88  0.16
C: 0.17 0.01 -0.61  -0.03
C: -0.48 0.63 0.42  -0.16
C: -0.79 -0.01 1.76  -0.27
C: 0.23 0.28 2.84  -0.21
N: 1.42 -0.42 2.39  -0.64
C: 1.24 -1.90 2.05  -0.22
C: 0.19 -2.09 0.93  -0.23
C: 0.77 -1.38 -0.32  -0.43
C: -1.13 -1.49 1.36  -0.39
N: 1.31 1.57 -2.22  -0.19
N: 1.17 2.53 -3.18  -0.23
H: -2.03 2.19 -4.17  0.24
H: -1.95 0.51 -2.22  0.24
H: -0.81 1.68 0.34  0.21
H: -1.67 0.42 2.13  0.21
H: 0.30 1.35 2.89  0.20
H: -0.05 -0.03 3.88  0.20
H: 1.78 0.09 1.59  0.36
H: 1.00 -2.50 2.99  0.19
H: 2.21 -2.29 1.78  0.21
H: 0.16 -3.13 0.71  0.21
H: 0.51 -2.02 -1.13  0.21
H: 1.81 -1.34 -0.28  0.22
H: -1.93 -1.43 0.64  0.21
H: -1.50 -2.02 2.17  0.21

Output
E_HOMO (eV): -8.55
Kohn-Sham gap (eV): 8.588
Total charge: 0
SMILES: Clc1ccc(C2=C[C@@H]3CNC[C@H](C2)C3)nn1
DFT total energy (eV): -29660.837

---

Entry 4:
C12H14CuF6I2N2O4S2 | the ωB97M-V functional and the def2-TZVPD basis

Last column: natural (NBO) charge in e.
Atoms and positions in Å:
Cu: 0.53 -0.96 0.66  0.69
I: 0.25 -4.57 2.10  0.14
C: 1.45 -3.15 3.14  -0.70
I: 2.79 -2.09 1.82  0.17
H: 2.04 -3.69 3.88  0.22
H: 0.78 -2.42 3.58  0.25
F: 2.81 3.30 3.17  -0.32
C: 3.00 2.24 2.38  0.72
F: 4.13 2.46 1.69  -0.32
F: 3.22 1.19 3.17  -0.32
S: 1.55 1.97 1.21  2.29
O: 1.89 0.74 0.55  -0.99
O: 1.50 3.17 0.47  -0.90
N: 0.39 1.82 2.25  -1.23
S: -0.57 0.59 2.37  2.25
O: -1.73 0.58 1.56  -0.88
O: 0.09 -0.66 2.68  -1.00
C: -1.21 1.11 4.07  0.72
F: -0.29 0.85 5.02  -0.33
F: -1.48 2.41 4.13  -0.32
F: -2.32 0.46 4.43  -0.32
C: -0.51 1.59 -3.86  -0.41
N: 0.11 1.46 -2.56  -0.44
C: 1.26 0.58 -2.63  -0.42
C: -0.83 1.09 -1.50  -0.24
C: -1.35 -0.33 -1.61  0.02
C: -2.37 -0.59 -2.52  -0.28
C: -2.73 -1.89 -2.83  -0.24
C: -2.04 -2.93 -2.24  -0.25
C: -1.10 -2.66 -1.26  -0.26
C: -0.73 -1.37 -0.88  -0.50
H: 0.21 2.05 -4.55  0.18
H: -1.37 2.24 -3.78  0.19
H: -0.82 0.62 -4.28  0.17
H: 1.98 0.99 -3.34  0.18
H: 0.99 -0.44 -2.94  0.17
H: 1.73 0.52 -1.65  0.22
H: -1.66 1.80 -1.54  0.19
H: -0.31 1.24 -0.55  0.18
H: -2.89 0.24 -2.98  0.19
H: -3.52 -2.08 -3.55  0.19
H: -2.26 -3.95 -2.53  0.19
H: -0.63 -3.51 -0.78  0.18

Output
E_HOMO (eV): -4.76
Kohn-Sham gap (eV): 6.782
Total charge: -1
DFT total energy (eV): -122657.756

---

Across the entries above, relative energy (zero: lowest compared OMol25 entry of this formula, charge and spin) takes the values 0.0, 0.0, 13.6, 9.1 kcal per mole, respectively.